# C5H11N2Si

A gas-phase ion, C5H11N2Si (charge +1) in a non-equilibrium geometry (ωB97M-V/def2-TZVPD, the Open Molecules 2025 dataset).

Each line ends with the Löwdin charge.
Atoms and positions in Å:
C  -1.2119  1.8437  0.6675  -0.066
C  -0.3155  0.8160  -0.0160  -0.615
Si  -0.7306  0.3799  -1.7752  0.758
C  1.0147  0.7015  0.5352  -0.027
C  -0.1134  -0.3935  0.9608  -0.166
C  0.0976  -1.7935  0.6998  0.022
N  1.1917  -2.2172  0.0877  0.036
N  1.7462  -2.5353  -0.9738  0.257
H  -0.6939  2.3402  1.4024  0.053
H  -2.1253  1.3080  1.0690  0.121
H  -1.5739  2.6518  -0.0199  0.093
H  0.6079  0.0532  -2.3925  -0.042
H  -1.5571  1.5854  -2.1695  -0.018
H  -1.2636  -0.9411  -1.4918  -0.054
H  1.3609  1.4736  1.1679  0.108
H  1.8471  0.1354  0.0495  0.113
H  -0.6493  -0.2029  1.8876  0.141
H  -0.4040  -2.6359  1.1110  0.152
H  2.7725  -2.5690  -0.7998  0.133

E_LUMO   -5.46 eV
Frontier orbital gap   0.315 Ha
Energy above the lowest of the compared OMol25 structures with the same formula, charge and spin   35.5 kcal/mol
SMILES   C[C@@]1([SiH3])C[C@@H]1C=[N+]=N
Max |F|   3.2 eV/A
HOMO level   -14.04 eV
Total charge   +1


# C5H11N3

A single C5H11N3 molecule in a non-equilibrium geometry (ωB97M-V/def2-TZVPD, the Open Molecules 2025 dataset).

Each line ends with the Löwdin charge.
Atoms and positions in Å:
C  -1.7115  0.0405  -0.1824  -0.152
C  -1.2595  -1.2593  0.4546  -0.169
C  0.6777  0.7947  -0.3379  -0.173
C  0.7360  2.0798  0.5249  -0.105
C  1.4765  -1.3877  -0.8730  -0.053
N  -2.8605  0.4926  -0.3917  0.097
N  0.1685  -1.0571  1.0228  -0.063
N  1.0851  -0.4168  0.2007  -0.278
H  -1.9497  -1.6642  1.2677  0.136
H  -1.2598  -2.0207  -0.3095  0.085
H  0.9141  0.9517  -1.3311  0.062
H  1.5097  1.9642  1.3319  0.070
H  -0.2708  2.2448  1.0755  0.077
H  0.9346  3.0508  -0.0912  0.091
H  2.3348  -0.8455  -1.4591  0.121
H  1.7384  -2.2710  -0.3891  0.051
H  0.5481  -1.5269  -1.5045  0.086
H  -2.9813  1.3057  -0.8810  0.002
H  0.1696  -0.4754  1.8724  0.115

E_LUMO (spin up / spin down)   0.59 / 0.72 eV
Frontier orbital gap (spin up / spin down)   0.280 / 0.289 Ha
Energy above the lowest of the compared OMol25 structures with the same formula, charge and spin   123.7 kcal/mol
Max |F|   4.0 eV/A
HOMO level (spin up / spin down)   -7.03 / -7.14 eV


# C5H11N3

A molecular structure, C5H11N3 in a non-equilibrium geometry (ωB97M-V/def2-TZVPD, the Open Molecules 2025 dataset).

Each line ends with the Löwdin charge.
Atoms and positions in Å:
C  2.0947  -1.3563  -0.1374  -0.135
C  0.8162  0.4844  -0.2649  -0.427
C  1.8805  1.3577  0.4899  -0.110
C  -0.5432  1.3322  -0.3044  -0.076
C  -1.7844  0.8779  -0.1942  -0.244
H  1.9962  -2.3634  -0.4348  0.044
H  2.0544  -1.3884  1.0026  0.101
H  3.1107  -0.8405  -0.6345  0.127
H  1.6721  1.1437  1.9133  0.190
H  1.7523  2.5531  0.1573  0.098
H  3.1205  0.7706  0.1920  0.127
H  -0.4225  2.5401  0.0208  0.140
H  -2.5062  1.6176  -0.3541  0.098
H  -3.1487  -0.5625  -0.1884  0.069
H  -0.4087  -0.9662  0.0739  0.066
H  -1.2626  -1.2956  1.5039  0.106
N  0.8434  -0.7332  -0.5667  -0.054
N  -2.2925  -0.2935  0.0455  -0.090
N  -1.5138  -1.4566  0.4090  -0.032

E_LUMO   0.54 eV
Frontier orbital gap   0.310 Ha
Energy above the lowest of the compared OMol25 structures with the same formula, charge and spin   179.8 kcal/mol
Max |F|   6.8 eV/A
HOMO level   -7.91 eV


# C5H11N3

A molecular structure, C5H11N3 in a non-equilibrium geometry (ωB97M-V/def2-TZVPD, the Open Molecules 2025 dataset).

Each line ends with the Löwdin charge.
Atoms and positions in Å:
C  -0.5019  1.7330  -1.0873  -0.107
C  0.6128  -1.1138  -0.1584  -0.480
C  -0.3303  0.3922  1.1186  -0.380
N  1.8638  -1.7219  -0.2489  0.102
N  -0.1712  -1.5100  -1.3030  0.060
N  -1.1952  1.0884  1.9372  0.114
C  0.0703  -0.9126  1.1852  -0.041
C  0.2682  0.8817  -0.1088  -0.175
H  2.2379  -1.7972  -1.1834  0.085
H  2.5371  -1.4321  0.4426  0.087
H  -1.0742  -1.0559  -1.2776  0.073
H  -0.3136  -2.5180  -1.2726  0.077
H  -1.4705  2.0089  1.6374  0.086
H  -1.9168  0.5682  2.4094  0.091
H  0.1694  -1.5810  2.0327  0.090
H  1.3272  1.1123  -0.0542  0.111
H  -0.3673  2.8081  -0.9186  0.067
H  -0.1721  1.5266  -2.1091  0.071
H  -1.5737  1.5229  -1.0411  0.069

E_LUMO   1.05 eV
Frontier orbital gap   0.312 Ha
Energy above the lowest of the compared OMol25 structures with the same formula, charge and spin   48.6 kcal/mol
Max |F|   1.6 eV/A
HOMO level   -7.44 eV


# C5H11N3

A molecular structure, C5H11N3 in a non-equilibrium geometry (ωB97M-V/def2-TZVPD, the Open Molecules 2025 dataset).

Each line ends with the Löwdin charge.
Atoms and positions in Å:
C  0.9954  0.2260  0.0451  -0.415
C  1.2748  0.7839  1.4405  -0.049
C  -1.5474  -0.2166  -0.1663  -0.519
N  -1.7735  -1.0369  -1.2373  0.129
N  1.0250  -1.2077  0.0556  0.051
C  -0.4870  0.8244  -0.3875  -0.320
C  0.2171  0.9702  -1.6337  0.075
N  -2.0165  -0.3039  1.0180  0.119
H  1.7317  0.5714  -0.8803  0.160
H  -1.1412  -0.9353  -2.0200  0.066
H  -2.2802  -1.8951  -1.0971  0.097
H  1.5961  -1.6024  0.7882  0.080
H  1.2564  -1.6156  -0.8380  0.084
H  -2.7328  -1.0248  1.1018  0.039
H  -0.7124  1.7083  0.2086  0.125
H  0.5876  1.9965  -1.7450  0.036
H  0.4784  0.4580  2.1098  0.081
H  2.2455  0.4273  1.7915  0.078
H  1.2830  1.8725  1.4461  0.083

E_LUMO   0.83 eV
Frontier orbital gap   0.346 Ha
Energy above the lowest of the compared OMol25 structures with the same formula, charge and spin   95.4 kcal/mol
Max |F|   2.2 eV/A
HOMO level   -8.59 eV


# C5H11N3

A single C5H11N3 molecule (ωB97M-V/def2-TZVPD, the Open Molecules 2025 dataset).

Each line ends with the Löwdin charge.
Atoms and positions in Å:
H  1.8264  -0.3614  1.8535  0.042
N  1.4700  -1.3014  1.6774  0.108
C  0.3111  -1.3202  1.2081  -0.220
C  -0.5861  -0.1392  0.8964  -0.342
N  0.0168  1.0945  1.3835  0.032
C  -0.8067  -0.1285  -0.6036  -0.346
N  -2.0406  -0.6724  -0.9823  0.080
C  0.1067  0.2360  -1.5043  -0.118
C  1.5091  0.6694  -1.2349  -0.106
H  -0.1266  -2.2872  0.9801  0.110
H  -1.5643  -0.3489  1.3720  0.135
H  -0.0077  1.1183  2.3975  0.085
H  -0.4837  1.9015  1.0309  0.090
H  -2.8291  -0.3778  -0.4231  0.080
H  -2.2287  -0.5917  -1.9715  0.085
H  -0.1707  0.1824  -2.5508  0.099
H  1.7697  1.5108  -1.8758  0.069
H  1.6326  0.9603  -0.1977  0.042
H  2.2019  -0.1444  -1.4553  0.076

E_LUMO   0.86 eV
Frontier orbital gap   0.329 Ha
Energy above the lowest of the compared OMol25 structures with the same formula, charge and spin   25.6 kcal/mol
SMILES   [H]/N=C\[C@@H](N)/C(N)=C\C
Max |F|   0.9 eV/A
HOMO level   -8.09 eV